C21H54NO7PtS6 | ωB97M-V/def2-TZVPD

Computed properties:
total energy	-106713.7121	eV
spin multiplicity	3
net charge	+1
HOMO level (spin up / spin down)	-7.912 / -7.807	eV
energy relative to the best compared isomer or geometry (same formula, charge and spin)	364.4	kJ/mol

Each line ends with the Mulliken charge.
Element x y z (Å)
Pt  0.64074  0.25161  -0.48194  6.10
C  -4.59951  0.77707  0.15252  -1.21
C  -3.64090  1.34898  1.21046  1.82
C  -4.45859  1.52064  2.49036  -1.25
C  -4.80322  0.17484  3.09929  -0.86
C  -3.54597  -0.75121  3.23634  -1.15
C  -2.66238  -0.81579  1.93549  1.75
N  -2.40035  0.58760  1.50590  -0.16
O  -1.39286  0.55316  0.44062  -1.66
C  -3.09615  -1.89187  1.03946  -1.23
C  -1.36967  -1.30991  2.71623  -1.76
C  -3.27444  2.71678  0.64775  -2.05
H  -5.34874  0.08450  0.53607  0.24
H  -4.06811  0.15833  -0.57058  -0.24
H  -5.17328  1.50403  -0.42230  0.43
H  -5.30935  2.19466  2.39020  0.32
H  -3.79897  2.07760  3.15578  0.38
H  -5.63567  -0.28589  2.56744  0.37
H  -5.25837  0.37965  4.06831  0.50
H  -4.01437  -1.66751  3.59566  0.31
H  -2.92719  -0.36098  4.04440  0.45
H  -3.12333  -2.79731  1.64571  0.51
H  -2.60464  -1.90132  0.06662  -0.49
H  -4.11754  -1.65077  0.74492  0.38
H  -0.63771  -1.60315  1.96366  0.12
H  -1.42796  -2.05704  3.50776  0.41
H  -0.87998  -0.51884  3.28415  0.28
H  -4.16163  3.28168  0.36159  0.52
H  -2.59022  2.56033  -0.18618  0.30
H  -2.72774  3.36373  1.33382  0.29
C  0.94731  -4.03205  0.60637  -1.07
S  0.41125  -3.36214  -0.99120  0.14
O  0.23084  -1.90611  -0.62611  -0.64
C  2.05477  -3.29106  -1.89118  -0.45
H  1.01508  -3.32330  1.43172  -0.02
H  1.88557  -4.58559  0.64318  0.47
H  0.21919  -4.81556  0.81628  0.47
H  1.87504  -2.95880  -2.91363  0.26
H  2.59825  -4.20501  -1.65160  0.52
H  2.71674  -2.51728  -1.50239  -0.33
C  3.28266  3.08882  2.35006  -1.07
S  1.64663  2.87423  1.50980  0.37
O  1.82401  1.64990  0.57271  -0.41
C  0.76225  2.35710  2.99100  -0.40
H  3.95786  3.77435  1.83795  0.37
H  3.74951  2.10524  2.40210  0.25
H  3.16214  3.57497  3.31817  0.44
H  1.40506  1.96267  3.77798  0.36
H  -0.06403  1.68705  2.75357  -0.45
H  0.16084  3.13473  3.46183  0.52
C  3.94241  -2.31693  1.57861  -0.86
S  2.79703  -0.93174  2.08836  0.32
O  1.71613  -0.76918  1.03822  -1.07
C  2.26580  -1.82181  3.61031  -1.13
H  4.36434  -2.71428  2.50175  0.48
H  4.55996  -2.02152  0.73038  0.19
H  3.44848  -3.14902  1.07687  0.07
H  3.11516  -2.13923  4.21522  0.55
H  1.55653  -2.60912  3.35500  0.29
H  1.68887  -1.08025  4.16289  0.29
C  -2.96501  -0.31871  -2.89058  -0.48
S  -1.24113  -0.46395  -3.62595  0.02
O  -0.32521  -0.09856  -2.41105  -0.50
C  -1.10250  -2.16169  -4.27436  -0.63
H  -3.14996  0.75346  -2.82480  0.29
H  -3.00913  -0.92665  -1.98694  -0.21
H  -3.79218  -0.59987  -3.54237  0.56
H  -0.29090  -2.23533  -4.99822  0.31
H  -2.02429  -2.54054  -4.71579  0.40
H  -0.93670  -2.80411  -3.40953  0.03
C  0.56525  3.94485  -3.70404  -0.94
S  1.07145  3.48730  -2.00037  0.34
O  0.78046  2.01111  -1.86203  -0.57
C  2.87972  3.70890  -2.12041  -1.05
H  -0.48362  3.70116  -3.87319  0.33
H  1.30191  3.36804  -4.26327  0.27
H  0.75970  5.00496  -3.86663  0.43
H  3.40824  3.40373  -1.21729  0.25
H  2.96142  4.76956  -2.35796  0.50
H  3.28683  3.35268  -3.06670  0.30
C  2.98813  0.53686  -3.95386  -0.84
S  3.62644  0.40904  -2.20842  0.31
O  2.38236  -0.15178  -1.52991  -0.84
C  4.76835  -1.04220  -2.40253  -0.96
H  2.79842  -0.52009  -4.14086  0.35
H  3.68994  0.89947  -4.70491  0.42
H  2.12237  1.18258  -4.10084  0.08
H  5.82823  -0.79181  -2.44778  0.42
H  4.49795  -1.68824  -3.23776  0.37
H  4.71593  -1.77287  -1.59539  0.19